No. 1
94
Properties=species:S:1:pos:R:3 method="wB97M-V/def2-TZVPD" multiplicity=2 homo_lumo_gap_ev="3.9 / 3.7" total_charge=-2 homo_ev="0.0429 / 0.1695"
Cu 1.3742 1.7489 -0.7506
O 3.1886 1.5265 -1.7312
C 3.8281 2.5266 -2.1366
C 3.2733 3.8009 -2.5701
C 4.2323 4.7696 -2.9161
C 3.8023 5.9881 -3.3781
C 2.4253 6.2876 -3.5147
C 1.4658 5.3801 -3.0962
C 1.7957 4.0894 -2.5682
O 0.9281 3.3186 -2.0920
N 4.7417 7.0577 -3.6462
O 4.3703 8.0761 -4.2267
O 5.9570 6.8640 -3.2569
H 4.9570 2.4502 -2.0783
H 5.2819 4.6228 -2.6841
H 2.1706 7.2713 -3.8813
H 0.4362 5.6157 -3.1809
Cl -2.8835 -0.6059 -1.2728
C -2.7072 0.3489 0.1906
C -3.6075 0.1075 1.3855
C -3.1871 0.8231 2.6011
C -1.9330 1.4670 2.7380
C -1.1595 1.6949 1.5720
C -1.5231 1.1282 0.3203
C -0.7361 1.4877 -0.8652
H -3.5078 -0.9662 1.4525
H -3.9046 0.8650 3.3774
H -1.5220 1.7573 3.7094
H -0.2743 2.2789 1.6704
H -0.8751 2.5197 -1.2576
H -0.6962 0.7625 -1.6521
C 5.7663 -3.1231 -3.5045
C 4.4080 -2.7197 -2.9847
O 3.6380 -1.9840 -3.9657
C 3.3914 -2.8166 -5.0973
C 2.2571 -2.2392 -5.9392
H 6.3259 -3.5207 -2.6527
H 6.2974 -2.2584 -3.8652
H 5.6699 -3.8424 -4.3119
H 4.5827 -2.0697 -2.1324
H 3.8344 -3.5696 -2.6112
H 3.1338 -3.8143 -4.7000
H 4.2767 -2.9451 -5.7158
H 1.4425 -1.9418 -5.2671
H 1.8727 -2.9717 -6.6850
H 2.5045 -1.2971 -6.4581
C 2.7037 3.2098 1.5338
C 2.3833 1.7033 1.8103
O 2.4205 1.2834 3.0082
N 2.1165 0.9158 0.7780
Te 1.1670 -0.8512 1.2387
C 1.9426 -2.6683 2.1986
C 1.5970 -3.8090 1.4146
C 1.5961 -3.7983 -0.1056
C 0.9822 -4.8769 2.1002
C 0.8637 -4.9410 3.5062
C 0.1351 -5.9968 4.2911
C 1.4369 -3.8435 4.1852
C 2.1227 -2.7762 3.6090
C 2.7086 -1.6572 4.4402
C -5.1283 0.2070 1.1666
C -5.8686 1.2235 0.5099
C -5.3544 2.0179 -0.6133
C -7.1579 1.4894 1.0392
C -7.7333 0.6912 2.0528
C -8.9473 1.2423 2.7351
C -7.1583 -0.5559 2.2904
C -5.8563 -0.8264 1.7971
C -5.3161 -2.2479 1.9702
H 1.9663 3.7531 0.8946
H 3.7240 3.4573 1.2073
H 2.7121 3.7735 2.4767
H 2.2828 -3.1031 -0.5615
H 0.6018 -3.4566 -0.4917
H 1.6985 -4.7905 -0.4930
H 0.6222 -5.7453 1.5474
H -0.3447 -6.6744 3.6371
H -0.6209 -5.5243 4.9441
H 0.8975 -6.5851 4.9231
H 1.3029 -3.8652 5.2719
H 2.5422 -0.6583 3.9781
H 3.7713 -1.8390 4.5971
H 2.3030 -1.6831 5.4704
H -4.2558 2.1761 -0.6746
H -5.8337 3.0103 -0.7153
H -5.5585 1.4408 -1.5702
H -7.7993 2.2544 0.6029
H -9.3172 2.0753 2.1297
H -8.5963 1.7344 3.6901
H -9.6842 0.4951 2.9378
H -7.6073 -1.3875 2.8211
H -6.1484 -2.9159 2.2536
H -4.5544 -2.3710 2.7452
H -4.8718 -2.6556 1.0509

=====

No. 2
40
Properties=species:S:1:pos:R:3 method="wB97M-V/def2-TZVPD" homo_lumo_gap_ev=9.1 total_charge=0 homo_ev=-8.4105
C -1.7363 1.2286 3.3740
O -0.4879 1.3381 2.7188
C 0.0644 0.0912 2.3592
O -0.2141 -0.2673 1.0191
C 0.3094 0.7155 0.1324
C 0.9882 0.1122 -1.1250
C 2.5337 -0.0719 -0.8743
C 0.8329 1.1502 -2.2975
C 0.1609 0.5436 -3.5731
C -1.1552 1.2753 -3.9828
C 1.1052 0.6024 -4.8301
C -0.2681 -1.1127 3.2917
N 0.8587 -2.0815 3.1718
P -1.8105 -2.0783 2.7179
O -2.8381 -2.0163 4.0728
O -1.3181 -3.6964 2.7105
H -2.4735 0.6181 2.8206
H -1.6491 0.9113 4.4291
H -2.1571 2.2495 3.4111
H 1.1637 0.2236 2.4054
H -0.5354 1.3566 -0.1802
H 1.0519 1.3760 0.6214
H 0.5913 -0.8641 -1.4341
H 3.1243 0.0905 -1.7861
H 2.6985 -1.0924 -0.4856
H 2.8909 0.6629 -0.1300
H 1.8102 1.5504 -2.6183
H 0.2297 2.0233 -1.9834
H -0.0668 -0.5225 -3.4112
H -1.9581 0.9771 -3.2850
H -1.4495 1.0273 -5.0148
H -1.0001 2.3609 -3.8658
H 1.0144 1.5934 -5.3013
H 0.7845 -0.1982 -5.5186
H 2.1562 0.3961 -4.5687
H -0.3038 -0.8528 4.3613
H 0.8450 -2.4898 2.2456
H 1.7408 -1.6167 3.3408
H -3.4999 -1.3505 3.9095
H -2.0332 -4.1630 3.1529